ORCA calculation (ωB97M-V with the def2-TZVPD basis set) on a cluster of 11 separate species, C44H121N11O11 in total at a distorted geometry.

Geometry as XYZ:
```
187
Properties=species:S:1:pos:R:3:mulliken_charge:R:1
C -16.574 11.310 9.667 -0.79
O -16.242 9.888 9.522 -0.34
C -17.024 9.134 8.551 -0.71
C -16.419 7.758 8.183 0.50
C -15.154 7.892 7.301 -1.46
N -17.263 6.885 7.418 -0.66
H -15.672 11.827 9.995 0.30
H -17.359 11.644 10.346 0.30
H -16.698 11.885 8.750 0.32
H -18.040 9.004 8.924 0.34
H -17.256 9.751 7.683 0.35
H -16.059 7.306 9.107 0.22
H -14.515 8.638 7.773 0.36
H -15.347 8.278 6.300 0.40
H -14.661 6.920 7.289 0.34
H -17.050 6.884 6.431 0.27
H -18.200 7.262 7.431 0.25
C -6.207 4.165 17.439 -0.77
O -6.050 4.226 16.083 -0.31
C -6.673 5.184 15.327 -0.75
C -6.065 5.378 13.903 0.43
C -6.887 6.517 13.243 -1.29
N -6.176 4.152 13.176 -0.73
H -7.248 4.118 17.759 0.30
H -5.828 5.089 17.875 0.32
H -5.571 3.347 17.776 0.25
H -7.643 4.688 15.364 0.27
H -6.799 6.088 15.923 0.40
H -5.018 5.668 13.988 0.32
H -6.787 7.296 13.999 0.35
H -7.924 6.227 13.076 0.28
H -6.459 6.866 12.303 0.34
H -7.103 3.776 13.322 0.25
H -5.570 3.504 13.659 0.34
C -1.894 -3.974 7.489 -0.65
O -1.819 -3.937 6.093 -0.36
C -0.582 -3.683 5.425 -0.55
C -0.087 -2.302 5.704 0.22
C -1.082 -1.018 5.351 -1.13
N 1.060 -1.996 4.827 -0.64
H -1.825 -2.948 7.849 0.26
H -1.153 -4.697 7.830 0.30
H -2.880 -4.415 7.638 0.23
H 0.217 -4.368 5.706 0.35
H -0.839 -3.858 4.380 0.25
H 0.163 -2.036 6.731 0.24
H -1.377 -1.024 4.302 0.31
H -0.551 -0.101 5.608 0.36
H -1.939 -0.980 6.023 0.32
H 0.818 -1.958 3.847 0.25
H 1.771 -2.657 5.106 0.24
C -11.479 11.487 -7.079 -0.72
O -12.759 12.231 -7.240 -0.29
C -13.313 12.532 -8.514 -0.56
C -14.646 13.208 -8.263 0.54
C -15.630 12.953 -9.357 -1.55
N -14.458 14.610 -7.972 -0.69
H -10.669 12.100 -7.475 0.29
H -11.471 10.520 -7.582 0.27
H -11.302 11.305 -6.019 0.24
H -12.577 13.118 -9.065 0.27
H -13.420 11.537 -8.944 0.36
H -15.139 12.733 -7.415 0.23
H -16.470 13.623 -9.176 0.40
H -16.136 11.990 -9.421 0.37
H -15.291 13.212 -10.360 0.31
H -13.813 15.038 -8.621 0.25
H -14.122 14.706 -7.025 0.29
C -13.548 16.679 -1.269 -0.71
O -13.154 15.485 -0.703 -0.30
C -11.748 15.206 -0.441 -0.66
C -11.412 13.775 -0.036 0.32
C -12.052 13.483 1.302 -1.35
N -9.997 13.558 0.191 -0.73
H -13.480 17.417 -0.470 0.28
H -14.562 16.665 -1.667 0.25
H -13.005 16.933 -2.179 0.29
H -11.129 15.342 -1.327 0.35
H -11.365 15.869 0.335 0.31
H -11.843 13.108 -0.783 0.28
H -12.060 12.475 1.718 0.39
H -13.106 13.757 1.269 0.34
H -11.629 14.117 2.081 0.33
H -9.989 12.709 0.738 0.32
H -9.712 14.343 0.759 0.29
C -4.840 -0.344 -1.787 -0.66
O -4.207 -1.260 -0.933 -0.40
C -4.942 -2.008 -0.016 -0.68
C -6.070 -2.828 -0.629 0.33
C -6.974 -3.491 0.470 -1.43
N -5.644 -3.793 -1.692 -0.64
H -5.218 -0.954 -2.607 0.27
H -4.280 0.528 -2.125 0.26
H -5.604 0.147 -1.183 0.29
H -4.247 -2.750 0.377 0.28
H -5.272 -1.493 0.886 0.39
H -6.726 -2.185 -1.216 0.28
H -7.831 -4.072 0.127 0.38
H -7.399 -2.847 1.240 0.38
H -6.337 -4.299 0.829 0.35
H -4.784 -3.331 -1.950 0.30
H -5.406 -4.577 -1.101 0.31
C -3.479 11.030 -6.999 -0.74
O -3.193 10.515 -5.757 -0.26
C -2.916 11.524 -4.744 -0.77
C -2.779 10.912 -3.349 0.28
C -1.698 9.877 -3.105 -1.32
N -4.082 10.400 -2.878 -0.60
H -4.388 11.628 -6.936 0.32
H -3.626 10.283 -7.780 0.21
H -2.651 11.673 -7.297 0.29
H -2.044 12.097 -5.062 0.43
H -3.681 12.280 -4.569 0.34
H -2.631 11.792 -2.723 0.37
H -0.713 10.097 -3.518 0.35
H -2.035 8.910 -3.480 0.30
H -1.458 9.888 -2.042 0.34
H -4.588 11.074 -2.321 0.23
H -4.673 9.973 -3.577 0.23
C -7.488 4.072 4.667 -0.72
O -6.683 4.892 3.864 -0.36
C -7.086 5.078 2.472 -0.61
C -8.228 6.169 2.301 0.21
C -8.421 6.248 0.755 -1.42
N -7.716 7.407 2.762 -0.65
H -8.525 4.359 4.840 0.29
H -6.995 4.089 5.639 0.27
H -7.462 3.017 4.395 0.30
H -6.173 5.325 1.929 0.35
H -7.426 4.128 2.061 0.35
H -9.177 5.855 2.734 0.31
H -7.463 6.332 0.241 0.35
H -8.992 7.043 0.276 0.37
H -8.826 5.313 0.366 0.37
H -7.020 7.645 2.071 0.30
H -7.220 7.295 3.635 0.30
C 2.692 5.289 12.095 -0.67
O 1.425 4.652 11.911 -0.39
C 0.883 4.844 10.611 -0.73
C 0.670 6.316 10.163 0.39
C -0.316 6.218 9.016 -1.60
N 1.860 6.855 9.682 -0.64
H 3.115 4.813 12.980 0.26
H 2.566 6.356 12.276 0.24
H 3.339 5.098 11.239 0.30
H 1.329 4.252 9.812 0.37
H -0.055 4.308 10.759 0.34
H 0.211 6.949 10.922 0.38
H -0.416 7.206 8.566 0.41
H -1.301 6.007 9.432 0.41
H -0.215 5.452 8.248 0.34
H 2.011 6.227 8.906 0.30
H 1.815 7.737 9.191 0.28
C -4.943 2.976 -11.442 -0.74
O -5.372 2.931 -10.095 -0.35
C -5.161 4.165 -9.388 -0.79
C -5.369 4.062 -7.900 0.51
C -6.798 3.890 -7.390 -1.34
N -4.985 5.167 -7.161 -0.66
H -3.913 2.634 -11.541 0.28
H -5.206 3.897 -11.962 0.32
H -5.469 2.168 -11.950 0.26
H -4.180 4.601 -9.580 0.38
H -5.885 4.811 -9.884 0.38
H -4.782 3.165 -7.704 0.24
H -7.213 3.025 -7.907 0.34
H -7.386 4.791 -7.570 0.30
H -6.922 3.657 -6.332 0.34
H -4.842 5.942 -7.792 0.23
H -4.021 5.032 -6.892 0.30
C -11.282 1.391 12.994 -0.85
O -10.307 0.440 12.489 -0.28
C -10.905 -0.852 12.191 -0.70
C -9.749 -1.701 11.512 0.22
C -10.356 -2.953 10.864 -1.30
N -8.779 -2.206 12.529 -0.69
H -10.941 2.426 13.012 0.29
H -11.652 1.291 14.014 0.35
H -12.210 1.484 12.429 0.31
H -11.377 -1.335 13.046 0.33
H -11.653 -0.551 11.458 0.42
H -9.295 -1.096 10.726 0.34
H -9.687 -3.214 10.043 0.32
H -11.361 -2.795 10.472 0.36
H -10.390 -3.766 11.589 0.34
H -9.282 -2.344 13.394 0.27
H -8.080 -1.502 12.718 0.28
```

**SMILES**: COC[C@H](C)N.COC[C@H](C)N.COC[C@H](C)N.COC[C@H](C)N.COC[C@H](C)N.COC[C@H](C)N.COC[C@H](C)N.COC[C@H](C)N.COC[C@H](C)N.COC[C@H](C)N.COC[C@H](C)N
**HOMO level**: -0.32977 Eh
**Frontier orbital gap**: 9.51 eV
**LUMO**: 0.0198 Ha
**M**: 980.5 g/mol
**Max |F|**: 5.0 eV/Å